# 1
Computed, not measured: a structure of composition C52H40N3O5P2STi, with wB97M-V/def2-TZVPD.

Each line ends with the Mulliken charge.
Cartesian coordinates (Å):
Ti 0.149 -0.806 -0.038  0.493
O 1.164 -7.272 2.887  -0.661
C 0.249 -6.554 2.522  -0.172
O -0.990 -6.684 2.487  -0.621
C 0.523 -5.181 1.964  0.600
C 0.581 -4.063 2.798  -0.933
C 0.527 -2.799 2.260  -0.091
N 0.461 -2.588 0.940  1.369
C 0.502 -3.662 0.119  -0.081
C 0.572 -4.952 0.577  -0.542
C 0.492 -3.286 -1.326  -0.015
O 0.452 -3.999 -2.277  -0.601
O 0.566 -1.912 -1.447  1.004
H 0.607 -4.187 3.870  0.556
H 0.497 -1.922 2.897  0.140
H 0.592 -5.770 -0.130  0.611
O 0.013 2.980 -1.085  -0.022
C 0.271 3.294 -2.408  -1.180
C -0.065 4.532 -2.942  -0.266
C 0.191 4.778 -4.280  -0.639
C 0.758 3.793 -5.081  -1.013
C 1.024 2.546 -4.551  -0.078
C 0.772 2.275 -3.202  0.496
P 0.788 0.560 -2.593  2.398
C -0.503 -0.165 -3.648  1.153
C -0.252 -0.685 -4.915  -0.496
C -1.297 -1.163 -5.688  -0.736
C -2.600 -1.115 -5.212  -0.802
C -2.859 -0.580 -3.959  -0.864
C -1.812 -0.107 -3.185  0.017
C 2.375 -0.077 -3.207  -1.013
C 3.485 0.776 -3.176  -0.534
C 4.748 0.298 -3.485  -0.850
C 4.918 -1.036 -3.833  -0.757
C 3.822 -1.885 -3.879  -1.026
C 2.555 -1.414 -3.569  0.128
C 0.589 3.678 -0.050  0.225
C 1.323 4.848 -0.197  -0.929
C 1.697 5.555 0.935  -0.965
C 1.321 5.119 2.198  -1.076
C 0.649 3.918 2.327  -0.482
C 0.335 3.144 1.209  0.338
P -0.479 1.523 1.334  2.334
C -2.231 2.007 1.416  0.628
C -2.927 2.142 0.217  0.143
C -4.234 2.599 0.213  -0.865
C -4.857 2.924 1.410  -0.698
C -4.165 2.810 2.605  -0.854
C -2.852 2.361 2.611  -0.379
C -0.068 0.925 3.011  1.854
C -0.972 0.064 3.633  -1.661
C -0.691 -0.490 4.874  -0.490
C 0.502 -0.189 5.513  -0.989
C 1.414 0.662 4.902  -0.447
C 1.137 1.211 3.659  -1.785
H -0.521 5.283 -2.315  0.669
H -0.063 5.739 -4.703  0.454
H 0.960 3.991 -6.125  0.479
H 1.413 1.765 -5.191  0.409
H 0.755 -0.731 -5.307  0.365
H -1.095 -1.576 -6.666  0.470
H -3.410 -1.495 -5.816  0.416
H -3.870 -0.538 -3.580  0.517
H -2.034 0.316 -2.211  -0.308
H 3.362 1.816 -2.904  0.436
H 5.596 0.967 -3.460  0.478
H 5.901 -1.408 -4.080  0.438
H 3.949 -2.920 -4.162  0.493
H 1.714 -2.091 -3.604  0.535
H 1.584 5.217 -1.176  0.620
H 2.260 6.470 0.822  0.423
H 1.562 5.701 3.076  0.465
H 0.368 3.580 3.314  0.535
H -2.447 1.896 -0.723  -0.041
H -4.768 2.696 -0.722  0.495
H -5.881 3.272 1.410  0.420
H -4.641 3.074 3.538  0.487
H -2.325 2.287 3.552  0.413
H -1.909 -0.181 3.157  0.323
H -1.410 -1.154 5.334  0.546
H 0.722 -0.615 6.481  0.450
H 2.345 0.901 5.395  0.509
H 1.876 1.847 3.190  0.664
N 3.176 -0.797 -0.249  0.134
C 4.345 -1.083 0.325  -0.106
C 4.173 -0.970 1.691  -1.674
C 2.842 -0.605 1.846  -0.398
N 2.232 -0.481 0.661  0.539
H 2.965 -0.787 -1.243  -0.132
H 5.200 -1.338 -0.274  0.543
H 4.902 -1.134 2.461  0.493
H 2.296 -0.438 2.756  0.635
S -2.112 -1.213 0.112  -0.085
C -2.812 -2.109 1.482  0.479
C -3.759 -1.462 2.273  -0.388
C -4.349 -2.156 3.319  -0.553
C -4.006 -3.481 3.562  -0.773
C -3.098 -4.132 2.740  -0.560
C -2.513 -3.449 1.683  -0.692
H -4.025 -0.432 2.069  0.398
H -5.084 -1.662 3.940  0.453
H -4.466 -4.014 4.381  0.440
H -2.822 -5.167 2.895  0.580
H -1.843 -3.982 1.021  0.635

**LUMO level**: -0.165 hartree
**Energy**: -4476.27491 Eh
**Energy relative to the best compared isomer or geometry (same formula, charge and spin)**: 2.2 kcal per mole
**Total charge**: +1

# 2
Computed, not measured: a structure of composition C52H40O5PPdS3, with wB97M-V/def2-TZVPD.

Each line ends with the Mulliken spin population.
Cartesian coordinates (Å):
Pd -1.776 -0.099 1.200  1.377
C 5.982 -3.216 2.266  0.000
C 4.876 -2.626 1.444  0.000
C 4.235 -1.455 1.869  -0.001
C 3.193 -0.911 1.147  0.005
C 2.791 -1.547 -0.025  -0.001
C 3.393 -2.719 -0.465  0.002
C 4.443 -3.247 0.273  0.001
S 1.446 -0.909 -0.965  0.009
O 0.415 -0.391 0.001  0.027
C 2.222 0.603 -1.615  -0.035
C 3.592 0.680 -1.801  0.120
C 4.169 1.825 -2.346  0.118
C 3.373 2.915 -2.715  -0.065
C 3.945 4.085 -3.253  0.247
C 3.149 5.176 -3.618  0.074
C 1.778 5.109 -3.453  0.005
C 1.185 3.961 -2.924  0.204
C 1.961 2.840 -2.547  0.080
C 1.386 1.669 -2.003  0.161
C -0.100 1.594 -1.880  0.105
C -0.882 1.063 -2.935  0.048
C -0.308 0.536 -4.106  0.241
C -1.103 0.000 -5.121  0.013
C -2.482 -0.027 -4.992  0.066
C -3.079 0.484 -3.840  0.211
C -2.300 1.036 -2.804  -0.055
C -2.904 1.554 -1.653  0.128
C -2.113 2.088 -0.629  0.163
C -0.736 2.090 -0.733  0.001
S 0.219 2.485 0.764  -0.007
O -0.582 1.779 1.824  0.003
C -0.162 4.207 0.909  0.016
C 0.740 5.122 0.379  0.009
C 0.464 6.474 0.484  0.005
C -0.687 6.925 1.136  0.000
C -0.981 8.388 1.256  0.000
C -1.554 5.979 1.693  0.001
C -1.302 4.624 1.586  0.000
H 6.648 -2.441 2.643  0.000
H 6.569 -3.932 1.695  0.000
H 5.567 -3.737 3.132  0.000
H 4.562 -0.976 2.783  0.000
H 2.681 -0.018 1.487  0.000
H 3.046 -3.213 -1.365  -0.001
H 4.926 -4.156 -0.063  0.000
H 4.223 -0.147 -1.503  0.024
H 5.244 1.873 -2.474  -0.003
H 5.019 4.139 -3.386  0.002
H 3.614 6.062 -4.028  0.003
H 1.149 5.945 -3.730  0.002
H 0.110 3.946 -2.799  0.052
H 0.768 0.538 -4.235  0.037
H -0.629 -0.393 -6.010  0.002
H -3.102 -0.438 -5.777  0.003
H -4.157 0.461 -3.735  0.001
H -3.979 1.520 -1.532  -0.010
H -2.586 2.467 0.271  -0.004
H 1.669 4.786 -0.070  -0.012
H 1.167 7.198 0.094  -0.001
H -0.082 8.986 1.119  0.000
H -1.405 8.622 2.231  0.000
H -1.708 8.691 0.500  0.000
H -2.427 6.314 2.239  0.000
H -1.949 3.900 2.067  0.000
O -5.735 -0.157 1.678  0.025
S -4.424 -0.695 1.630  -0.006
O -3.442 -0.148 2.609  0.126
O -3.735 -0.538 0.292  0.140
C -4.460 -2.429 1.957  0.003
C -5.667 -3.012 2.290  0.001
C -5.698 -4.357 2.645  0.000
C -4.526 -5.092 2.682  0.006
C -3.315 -4.497 2.346  0.019
C -3.268 -3.161 1.967  -0.042
P -1.679 -2.466 1.440  0.207
C -1.249 -3.290 -0.108  0.044
C -0.769 -4.601 -0.130  0.003
C -0.512 -5.228 -1.340  0.002
C -0.744 -4.559 -2.534  0.005
C -1.237 -3.261 -2.518  0.008
C -1.488 -2.627 -1.311  -0.032
C -0.495 -2.876 2.721  0.008
C -0.877 -2.624 4.042  0.033
C 0.010 -2.865 5.077  -0.016
C 1.278 -3.361 4.801  0.035
C 1.663 -3.606 3.489  -0.013
C 0.787 -3.353 2.446  0.018
H -6.568 -2.414 2.287  0.001
H -6.640 -4.819 2.907  0.000
H -4.546 -6.132 2.977  0.001
H -2.406 -5.084 2.394  0.004
H -0.596 -5.138 0.793  0.003
H -0.145 -6.245 -1.349  0.000
H -0.557 -5.058 -3.475  0.000
H -1.446 -2.753 -3.451  0.000
H -1.901 -1.624 -1.296  0.043
H -1.871 -2.250 4.264  0.005
H -0.293 -2.679 6.098  0.000
H 1.961 -3.568 5.615  0.001
H 2.643 -4.012 3.276  -0.001
H 1.096 -3.560 1.430  0.005

**LUMO level (spin up / spin down)**: -0.332 / -0.436 hartree
**Energy**: -4044.53427 Eh
**Total charge**: +3
**2S+1**: 5

# 3
Computed, not measured: a structure of composition C52H41CoNP2Si, with wB97M-V/def2-TZVPD.

Each line ends with the Mulliken spin population.
Cartesian coordinates (Å):
Co 1.026 -0.289 -0.056  1.094
C 2.713 -0.850 3.238  0.000
Si 1.331 -0.063 2.219  -0.123
C 1.293 1.818 2.509  -0.015
C 1.913 2.468 3.581  -0.002
C 1.900 3.853 3.687  0.000
C 1.241 4.615 2.731  -0.001
C 0.601 3.989 1.670  -0.002
C 0.645 2.602 1.544  0.019
P -0.215 1.704 0.192  -0.041
C 0.019 2.670 -1.347  -0.011
C -0.798 2.304 -2.424  0.009
C -0.708 2.962 -3.639  0.001
C 0.222 3.986 -3.805  0.000
C 1.067 4.323 -2.761  0.000
C 0.973 3.662 -1.538  0.009
C -1.949 2.232 0.611  0.023
C -2.628 1.535 1.612  0.013
C -3.881 1.945 2.046  -0.002
C -4.482 3.062 1.484  0.002
C -3.821 3.763 0.485  0.000
C -2.566 3.353 0.050  0.000
C -0.229 -0.674 3.123  -0.025
C -0.610 -0.320 4.418  -0.003
C -1.811 -0.766 4.954  -0.003
C -2.651 -1.577 4.198  0.001
C -2.286 -1.950 2.911  0.001
C -1.075 -1.505 2.384  0.028
P -0.445 -1.892 0.711  0.008
C 0.553 -3.401 1.027  -0.060
C 1.750 -3.547 0.324  0.026
C 2.562 -4.656 0.528  0.026
C 2.188 -5.627 1.446  0.001
C 1.011 -5.480 2.170  0.001
C 0.200 -4.373 1.964  -0.009
C -1.979 -2.482 -0.108  0.007
C -2.400 -3.806 -0.196  -0.001
C -3.604 -4.118 -0.823  -0.001
C -4.393 -3.113 -1.367  0.000
C -3.975 -1.789 -1.289  0.000
C -2.773 -1.481 -0.669  -0.007
H 2.601 -0.573 4.294  -0.002
H 3.716 -0.560 2.903  0.003
H 2.625 -1.939 3.161  0.001
H 2.427 1.882 4.339  0.000
H 2.401 4.341 4.516  0.000
H 1.221 5.696 2.817  0.000
H 0.062 4.585 0.940  0.001
H -1.528 1.512 -2.290  -0.002
H -1.355 2.674 -4.460  0.000
H 0.296 4.504 -4.754  0.000
H 1.807 5.104 -2.893  0.000
H 1.649 3.922 -0.731  0.001
H -2.169 0.667 2.063  0.003
H -4.386 1.388 2.827  0.000
H -5.460 3.385 1.820  0.000
H -4.281 4.638 0.041  0.000
H -2.069 3.918 -0.727  0.001
H 0.024 0.345 5.001  0.000
H -2.104 -0.470 5.955  0.000
H -3.597 -1.911 4.608  0.000
H -2.951 -2.571 2.322  0.001
H 2.056 -2.773 -0.371  0.024
H 3.492 -4.756 -0.021  0.001
H 2.819 -6.493 1.607  0.000
H 0.731 -6.225 2.906  0.000
H -0.697 -4.243 2.560  0.001
H -1.784 -4.603 0.203  0.000
H -3.925 -5.153 -0.884  0.000
H -5.329 -3.362 -1.854  0.000
H -4.580 -1.001 -1.725  0.000
H -2.435 -0.448 -0.616  0.009
C 4.786 1.991 0.095  -0.004
C 4.964 2.244 -1.259  0.007
C 4.056 1.716 -2.157  -0.008
C 2.962 0.974 -1.703  -0.034
C 2.733 0.725 -0.339  -0.009
C 3.704 1.236 0.531  0.026
C 2.021 0.365 -2.655  0.018
C 1.962 0.761 -4.015  0.002
C 1.110 0.147 -4.866  0.003
C 0.351 -0.948 -4.408  0.001
C -0.477 -1.707 -5.267  0.001
C -1.115 -2.823 -4.811  -0.002
C -0.923 -3.235 -3.476  0.001
C -0.146 -2.501 -2.626  0.017
C 0.480 -1.310 -3.045  0.006
N 1.246 -0.584 -2.164  -0.003
H 5.492 2.384 0.820  0.000
H 5.809 2.826 -1.609  0.000
H 4.222 1.856 -3.221  0.000
H 3.637 1.058 1.596  -0.008
H 2.571 1.588 -4.350  0.002
H 1.023 0.464 -5.900  0.000
H -0.582 -1.392 -6.299  0.000
H -1.732 -3.412 -5.480  0.000
H -1.398 -4.139 -3.114  0.001
H 0.040 -2.850 -1.629  -0.023

**LUMO level (spin up / spin down)**: 0.000 / -0.002 hartree
**Energy**: -4415.95711 Eh
**Total charge**: 0
**2S+1**: 2